No. 1
DFT (wB97M-V/def2-TZVPD) results for a 3-piece molecular cluster, C20H39FNO9 overall.

Positions of all 70 atoms, in Å:
C: 4.95 0.95 0.86
C: 4.26 0.80 -0.48
O: 4.40 2.04 -1.17
C: 2.76 0.44 -0.37
O: 2.44 0.06 0.96
C: 1.20 -0.58 1.15
F: 1.18 -0.79 2.53
C: 0.03 0.37 0.83
C: -1.17 -0.25 0.12
C: -2.05 -0.99 1.12
C: -2.00 0.82 -0.57
N: -0.63 -1.14 -0.95
O: -0.25 -0.52 -2.00
C: 0.17 -2.36 -0.59
C: -0.75 -3.51 -0.15
C: 0.89 -2.83 -1.85
C: 1.21 -1.98 0.50
H: 5.99 1.21 0.69
H: 4.89 0.02 1.43
H: 4.48 1.74 1.45
H: 4.76 0.02 -1.06
H: 4.29 1.89 -2.12
H: 2.50 -0.37 -1.06
H: 2.19 1.32 -0.67
H: 0.41 1.21 0.25
H: -0.30 0.78 1.79
H: -2.80 -1.60 0.62
H: -1.49 -1.62 1.81
H: -2.57 -0.25 1.73
H: -2.51 1.43 0.18
H: -1.39 1.48 -1.18
H: -2.75 0.36 -1.21
H: -1.67 -3.51 -0.73
H: -0.24 -4.46 -0.33
H: -1.01 -3.49 0.91
H: 0.18 -3.08 -2.63
H: 1.47 -3.73 -1.60
H: 1.56 -2.07 -2.23
H: 1.15 -2.69 1.33
H: 2.21 -2.10 0.08
C: 2.01 2.91 3.08
C: 1.46 3.28 4.44
O: 2.14 4.43 4.98
C: 1.72 5.61 4.52
O: 0.84 5.78 3.72
O: 2.51 6.56 5.02
C: 2.20 7.88 4.58
H: 3.08 2.74 3.13
H: 1.54 1.98 2.74
H: 1.80 3.69 2.35
H: 1.65 2.50 5.17
H: 0.40 3.49 4.40
H: 1.16 8.12 4.79
H: 2.37 7.98 3.51
H: 2.86 8.54 5.13
C: -3.61 -0.96 -3.84
C: -2.77 -2.20 -3.63
O: -3.54 -3.29 -3.08
C: -4.30 -3.95 -3.95
O: -4.38 -3.74 -5.13
O: -5.03 -4.85 -3.28
C: -5.92 -5.61 -4.09
H: -4.11 -0.68 -2.91
H: -2.96 -0.14 -4.14
H: -4.36 -1.12 -4.61
H: -2.00 -2.02 -2.89
H: -2.31 -2.53 -4.56
H: -5.38 -6.11 -4.89
H: -6.69 -4.97 -4.53
H: -6.37 -6.34 -3.42

Gap between HOMO and LUMO (spin up / spin down)   9.08 / 10.07 eV
<S²>   0.754
E_HOMO (spin up / spin down)   -8.51 / -9.81 eV
Total energy   -44006.1777 eV
Spin multiplicity   2

Atomic partial charges in e from the Löwdin method, atoms 1 to 8: C -0.032; C -0.388; O -0.039; C -0.126; O -0.073; C -0.447; F 0.034; C -0.019

***

No. 2
DFT (wB97M-V/def2-TZVPD) results for C20H39ILaNOP2 as an isolated structure at a distorted geometry.

Positions of all 65 atoms, in Å:
C: -7.10 1.27 -2.40
I: -4.96 0.91 -2.09
H: -7.59 1.29 -1.42
H: -7.52 0.48 -3.01
H: -7.23 2.23 -2.90
La: -1.58 0.74 0.40
P: -2.24 -1.77 0.10
C: -2.03 -2.65 -1.46
C: -1.12 -2.44 1.38
H: -1.42 -3.49 1.51
H: -4.04 -3.00 0.92
H: -1.17 -1.85 2.32
H: -4.03 -1.34 1.69
H: -0.98 -2.51 -1.80
H: -0.07 -2.38 1.03
C: -3.93 -1.92 0.75
H: -2.27 -3.70 -1.18
H: -4.64 -1.51 -0.01
H: -2.73 -2.20 -2.19
P: -1.30 3.31 -0.04
C: -0.83 3.99 -1.65
C: -2.81 4.11 0.58
H: -0.24 3.14 2.17
H: 0.12 4.68 1.26
H: 0.99 3.11 0.86
C: 0.04 3.58 1.19
H: -3.10 3.65 1.55
H: -2.52 5.17 0.69
H: -0.67 5.07 -1.43
H: -1.65 3.77 -2.36
H: -3.62 3.94 -0.16
H: 0.09 3.49 -2.01
C: -1.33 0.62 -2.10
O: -1.06 0.55 -3.22
C: 3.28 -1.82 3.99
C: 2.75 -1.90 2.60
C: 2.97 -3.08 1.86
C: 2.55 -3.18 0.54
C: 2.81 -4.45 -0.22
C: 1.88 -2.10 -0.06
C: 1.70 -0.86 0.62
C: 2.07 -0.82 1.99
N: 1.25 0.27 -0.07
C: 2.39 0.92 -0.78
C: 3.40 1.45 0.25
C: 3.13 -0.06 -1.70
C: 1.95 2.07 -1.65
H: 2.85 -2.61 4.63
H: 4.37 -1.97 4.02
H: 3.06 -0.85 4.45
H: 3.49 -3.90 2.33
H: 3.88 -4.67 -0.28
H: 2.33 -5.31 0.27
H: 2.42 -4.38 -1.25
H: 1.59 -2.18 -1.11
H: 1.93 0.10 2.57
H: 3.85 0.63 0.84
H: 4.19 1.99 -0.28
H: 2.90 2.14 0.95
H: 2.43 -0.50 -2.42
H: 3.88 0.51 -2.27
H: 3.63 -0.87 -1.15
H: 1.15 1.76 -2.33
H: 1.63 2.93 -1.06
H: 2.82 2.37 -2.26

Energy relative to the best compared isomer or geometry (same formula, charge and spin)   0.0 kcal/mol
Gap between HOMO and LUMO (spin up / spin down)   5.47 / 5.47 eV
Charge   +2
E_HOMO (spin up / spin down)   -12.68 / -12.68 eV
Total energy   -52431.0238 eV

Atomic partial charges in e from the Löwdin method, atoms 1 to 8: C -0.465; I 0.711; H 0.008; H 0.015; H 0.013; La 1.375; P 0.569; C -0.235

***

No. 3
DFT (wB97M-V/def2-TZVPD) results for C20H39O3OsP3 as an isolated structure at a distorted geometry.

Positions of all 66 atoms, in Å:
P: 4.21 -2.47 -0.44
C: 3.44 -2.09 1.19
H: 4.12 -2.32 2.02
H: 2.55 -2.73 1.22
H: 3.13 -1.03 1.25
C: 5.78 -3.25 0.06
H: 6.61 -2.59 -0.22
H: 5.81 -4.20 -0.51
H: 5.74 -3.50 1.12
C: 4.79 -0.76 -0.79
H: 5.79 -0.83 -1.24
H: 4.83 -0.15 0.13
H: 4.10 -0.30 -1.50
P: -1.13 4.84 -0.48
C: -1.39 5.63 1.11
H: -1.47 6.72 0.96
H: -0.53 5.41 1.75
H: -2.30 5.23 1.58
C: -0.21 6.10 -1.38
H: -0.40 6.06 -2.46
H: 0.87 5.96 -1.18
H: -0.52 7.08 -0.98
C: -2.80 5.00 -1.23
H: -3.14 6.04 -1.16
H: -3.46 4.33 -0.66
H: -2.80 4.66 -2.27
P: -2.30 -4.31 -0.46
C: -2.55 -3.07 0.91
H: -2.96 -3.53 1.83
H: -3.25 -2.31 0.53
H: -1.58 -2.59 1.11
C: -4.08 -4.45 -0.89
H: -4.46 -5.38 -0.47
H: -4.15 -4.49 -1.98
H: -4.64 -3.60 -0.49
C: -2.32 -5.93 0.45
H: -3.33 -6.05 0.91
H: -1.52 -6.01 1.22
H: -2.22 -6.73 -0.31
Os: -0.03 0.08 -1.49
C: 1.14 1.31 -0.52
O: 1.82 2.16 -0.10
C: -1.37 0.67 -0.15
O: -2.21 1.16 0.49
C: -1.59 0.21 -2.88
C: -1.06 -1.08 -2.94
C: 0.32 -1.26 -3.15
C: 1.20 -0.17 -3.18
C: 0.65 1.12 -3.19
C: -0.74 1.31 -3.04
H: -2.66 0.37 -2.69
H: -1.75 -1.92 -2.92
H: 0.72 -2.26 -3.21
H: 2.28 -0.30 -3.20
H: 1.31 1.99 -3.20
H: -1.14 2.32 -2.95
C: 0.63 -0.56 4.09
C: 0.17 0.68 3.37
C: -0.53 1.68 4.25
O: 0.38 0.88 2.18
H: -0.10 -0.90 4.85
H: 1.58 -0.34 4.61
H: 0.81 -1.36 3.37
H: 0.22 2.42 4.56
H: -1.28 2.18 3.63
H: -1.00 1.23 5.14

Energy relative to the best compared isomer or geometry (same formula, charge and spin)   0.0 kcal/mol
Gap between HOMO and LUMO (spin up / spin down)   8.80 / 4.75 eV
<S²>   6.010
Charge   +4
E_HOMO (spin up / spin down)   -18.87 / -19.00 eV
Total energy   -57804.2228 eV
Spin multiplicity   5

Atomic partial charges in e from the Löwdin method, atoms 1 to 8: P 1.095; C -0.232; H 0.080; H 0.040; H 0.045; C -0.200; H 0.079; H 0.074

***

Copy entry 2 word for word.
DFT (wB97M-V/def2-TZVPD) results for C20H39ILaNOP2 as an isolated structure at a distorted geometry.

Positions of all 65 atoms, in Å:
C: -7.10 1.27 -2.40
I: -4.96 0.91 -2.09
H: -7.59 1.29 -1.42
H: -7.52 0.48 -3.01
H: -7.23 2.23 -2.90
La: -1.58 0.74 0.40
P: -2.24 -1.77 0.10
C: -2.03 -2.65 -1.46
C: -1.12 -2.44 1.38
H: -1.42 -3.49 1.51
H: -4.04 -3.00 0.92
H: -1.17 -1.85 2.32
H: -4.03 -1.34 1.69
H: -0.98 -2.51 -1.80
H: -0.07 -2.38 1.03
C: -3.93 -1.92 0.75
H: -2.27 -3.70 -1.18
H: -4.64 -1.51 -0.01
H: -2.73 -2.20 -2.19
P: -1.30 3.31 -0.04
C: -0.83 3.99 -1.65
C: -2.81 4.11 0.58
H: -0.24 3.14 2.17
H: 0.12 4.68 1.26
H: 0.99 3.11 0.86
C: 0.04 3.58 1.19
H: -3.10 3.65 1.55
H: -2.52 5.17 0.69
H: -0.67 5.07 -1.43
H: -1.65 3.77 -2.36
H: -3.62 3.94 -0.16
H: 0.09 3.49 -2.01
C: -1.33 0.62 -2.10
O: -1.06 0.55 -3.22
C: 3.28 -1.82 3.99
C: 2.75 -1.90 2.60
C: 2.97 -3.08 1.86
C: 2.55 -3.18 0.54
C: 2.81 -4.45 -0.22
C: 1.88 -2.10 -0.06
C: 1.70 -0.86 0.62
C: 2.07 -0.82 1.99
N: 1.25 0.27 -0.07
C: 2.39 0.92 -0.78
C: 3.40 1.45 0.25
C: 3.13 -0.06 -1.70
C: 1.95 2.07 -1.65
H: 2.85 -2.61 4.63
H: 4.37 -1.97 4.02
H: 3.06 -0.85 4.45
H: 3.49 -3.90 2.33
H: 3.88 -4.67 -0.28
H: 2.33 -5.31 0.27
H: 2.42 -4.38 -1.25
H: 1.59 -2.18 -1.11
H: 1.93 0.10 2.57
H: 3.85 0.63 0.84
H: 4.19 1.99 -0.28
H: 2.90 2.14 0.95
H: 2.43 -0.50 -2.42
H: 3.88 0.51 -2.27
H: 3.63 -0.87 -1.15
H: 1.15 1.76 -2.33
H: 1.63 2.93 -1.06
H: 2.82 2.37 -2.26

Energy relative to the best compared isomer or geometry (same formula, charge and spin)   0.0 kcal/mol
Gap between HOMO and LUMO (spin up / spin down)   5.47 / 5.47 eV
Charge   +2
E_HOMO (spin up / spin down)   -12.68 / -12.68 eV
Total energy   -52431.0238 eV

Atomic partial charges in e from the Löwdin method, atoms 1 to 8: C -0.465; I 0.711; H 0.008; H 0.015; H 0.013; La 1.375; P 0.569; C -0.235

***

Look up the total energy of the third one. -57804.2228 eV

***

Look up the total energy of the second one. -52431.0238 eV